(1)
C18H27NO5S | ωB97M-V/def2-TZVPD

Cartesian coordinates (Å):
C -6.016 -2.417 -0.243
O 2.157 0.367 2.104
C -1.920 2.199 -0.730
H 4.405 -3.987 -2.397
H 3.920 1.953 2.532
H 2.298 2.021 -1.335
C 4.483 1.606 1.659
C 2.443 -0.733 -1.098
H -1.587 0.241 1.074
H -4.890 -0.244 2.563
C 0.277 -0.340 0.169
O -3.513 0.808 0.638
S -4.995 -2.202 1.239
H 0.909 2.824 0.575
C 1.356 1.526 -1.100
C -3.221 1.562 -0.450
C -5.367 0.969 -0.584
H 0.212 3.360 -0.978
H 2.666 -4.014 -2.009
C 3.546 -3.372 -2.136
H 3.354 -2.662 -2.947
H -5.872 -3.440 -0.574
O 3.564 1.273 0.617
C 1.619 0.264 -0.262
H -4.408 2.243 -2.144
O -1.882 3.070 -1.590
H -0.169 1.040 1.762
C 2.814 -2.015 -0.338
C 2.451 0.630 0.966
C 0.437 2.492 -0.356
H -0.224 -0.749 -0.711
H 1.936 -2.671 -0.242
H -7.060 -2.251 0.007
H -5.688 -1.724 -1.013
H 0.874 1.237 -2.037
H 1.876 -0.987 -1.996
C -4.810 0.454 0.556
C -5.362 -0.432 1.600
H 3.371 -0.247 -1.406
H -6.443 -0.329 1.678
O 3.877 -2.723 -0.933
H 4.746 -0.366 2.481
H -6.383 0.860 -0.907
H 5.083 2.423 1.254
H 5.842 0.015 1.145
H 3.173 -1.766 0.663
C -4.345 1.694 -1.228
H 6.111 0.725 2.745
H 0.446 -1.145 0.884
N -0.816 1.843 -0.032
C -0.634 0.700 0.831
C 5.354 0.415 2.031

Output
SMILES = CCOC(=O)C1(CCOC)CCN(C(=O)c2ccc(CSC)o2)CC1
Multiplicity = 1
Orbital gap = 9.212 eV
Highest occupied orbital energy = -8.5 eV
Net charge = 0

***

(2)
C18H27NO5S | ωB97M-V/def2-TZVPD

Cartesian coordinates (Å):
C -1.274 1.192 2.282
C 2.560 -1.222 0.625
H 4.849 -0.356 -1.735
H -0.731 0.468 -0.979
C -4.690 -1.051 -0.435
C 3.618 -0.724 1.586
N 2.484 0.531 -1.148
C -0.013 2.939 1.222
H -3.065 0.187 -1.091
H -1.754 0.768 3.149
H -5.343 -0.591 -1.189
H -3.170 -1.365 -1.927
C -1.309 0.478 1.084
H -4.872 -3.058 -1.231
C -5.088 -2.520 -0.311
H 2.614 1.946 0.410
H -1.223 -1.551 -0.632
H -4.297 -0.761 1.672
H -5.953 -0.391 1.187
H 2.520 -2.312 0.668
H 4.611 -2.073 -1.329
O -1.929 -0.727 1.133
S 5.164 -0.823 0.614
C -4.909 -0.323 0.889
C 3.133 1.654 -0.507
C 0.830 2.041 -2.193
H 3.484 0.309 1.888
C 2.913 -0.822 -0.827
C -0.034 2.225 0.027
O 0.966 -0.305 -2.592
H 3.736 -1.359 2.456
C -2.154 -1.461 -0.058
C -3.254 -0.880 -0.952
C -0.694 1.005 -0.049
H 1.572 -0.835 0.879
H -6.154 -2.601 -0.110
O 5.900 -2.002 0.967
H 0.493 3.890 1.251
C -0.639 2.416 2.337
C 4.397 -1.051 -1.035
H 2.334 -1.455 -1.511
O 5.867 0.433 0.666
C 1.437 0.650 -1.995
H 1.491 2.644 -2.824
H -4.558 -3.001 0.507
H -2.432 -2.458 0.289
H 3.143 2.513 -1.175
H -4.646 0.729 0.797
H -0.117 1.899 -2.731
H -0.623 2.968 3.265
O 0.645 2.793 -1.019
H 4.162 1.400 -0.264

Output
SMILES = CC(C)CCOc1cccc(OCC(=O)N(C)[C@@H]2CCS(=O)(=O)C2)c1
Multiplicity = 1
Orbital gap = 9.085 eV
Highest occupied orbital energy = -8.5 eV
Net charge = 0

***

Winner for stability: (1)

***

(1)
C3H5BrS | ωB97M-V/def2-TZVPD

Cartesian coordinates (Å):
C -1.695 -0.405 -1.265
C 1.517 0.245 1.362
H 1.177 1.032 2.029
C -0.591 0.372 -1.099
Br 0.587 -1.316 2.263
H -0.624 1.398 -1.686
H -1.541 -1.320 -0.802
H -2.443 -0.106 -1.942
H 2.534 -0.031 1.578
S 1.079 0.130 -0.437

Output
SMILES = C=CSCBr
Multiplicity = 1
Orbital gap = 9.332 eV
Highest occupied orbital energy = -9.0 eV
Net charge = 0

***

(2)
C3H5BrS | ωB97M-V/def2-TZVPD

Cartesian coordinates (Å):
Br 1.941 0.018 0.796
H -0.038 -2.540 -0.055
H -1.754 -1.999 0.479
H 1.313 2.767 -0.702
H -0.543 2.364 -1.004
C -0.676 -1.725 0.474
H -0.304 -1.578 1.385
C 0.508 2.095 -0.696
C 0.501 0.762 -0.139
S -0.947 -0.164 -0.537

Output
SMILES = C=C(Br)SC
Multiplicity = 1
Orbital gap = 8.833 eV
Highest occupied orbital energy = -8.2 eV
Net charge = 0

***

(3)
C3H5BrS | ωB97M-V/def2-TZVPD

Cartesian coordinates (Å):
S 0.079 0.493 0.876
C 1.396 0.819 -0.137
H 3.120 1.330 -1.487
Br -3.582 1.051 -0.272
H -1.279 -1.449 0.624
H 0.058 -1.440 -0.562
C -0.219 -1.263 0.475
C 2.326 1.089 -0.847
H -2.264 1.262 0.190
H 0.366 -1.893 1.139

Output
SMILES = C#CSC.Br
Multiplicity = 1
Orbital gap = 9.725 eV
Highest occupied orbital energy = -9.0 eV
Net charge = 0

***

Winner for stability: (2)